[1]
{"formula": "C11H11N", "method": "ωB97M-V with the def2-TZVPD basis set", "smiles": "c1ccccc1.c1ccncc1", "relative_energy_ev": 3.610, "homo_energy_ev": -9.23, "largest_force_ha_per_bohr": 0.12726, "orbital_gap_ev": 10.079, "spin_multiplicity": 1, "species": ["C", "C", "C", "C", "C", "C", "C", "C", "C", "C", "C", "H", "H", "H", "H", "H", "H", "H", "H", "H", "H", "H", "N"], "coordinates": [[4.15614, 0.00463, -0.17149], [3.41220, -1.18606, 0.20404], [1.94665, -1.13545, 0.13427], [1.37905, 0.08409, -0.15477], [2.08173, 1.33264, -0.30564], [3.43507, 1.22318, -0.34648], [-3.84212, -0.80688, -0.79436], [-2.74471, -1.25784, 0.04691], [-1.93178, -0.42605, 0.68372], [-2.31601, 0.83158, 0.78189], [-3.40730, 1.29075, 0.10925], [5.16715, -0.10326, -0.46403], [3.89637, -2.14123, 0.23999], [1.16109, -1.95895, 0.01174], [0.21759, 0.03935, -0.25813], [1.62901, 2.26806, -0.48775], [3.93328, 2.09783, -0.42854], [-4.33107, -1.59623, -1.38102], [-2.56921, -2.31841, -0.10932], [-1.06545, -0.65194, 1.25294], [-1.91698, 1.65050, 1.48589], [-4.07090, 2.29463, 0.59749], [-4.21981, 0.46505, -0.64661]], "forces_ev_per_angstrom": [[-3.59, -1.73, 0.84], [-1.25, 1.96, -1.91], [1.11, 0.15, -0.80], [-2.73, 1.44, -0.06], [-0.49, -3.45, 0.30], [0.21, -2.61, 0.78], [2.07, 0.75, 2.93], [-2.12, -2.69, -4.06], [1.59, -1.23, 1.52], [-0.54, 6.36, 1.44], [-5.08, 0.90, 1.20], [1.00, 0.18, 0.32], [0.31, -0.26, 0.27], [1.96, 0.57, 0.85], [2.38, 0.53, 0.00], [-0.72, 0.70, -0.04], [1.99, 2.57, -0.69], [-0.34, 0.97, 0.05], [0.43, 0.00, 0.55], [0.57, -1.06, 0.32], [0.12, -1.78, -1.12], [2.49, -2.70, -2.11], [0.62, 0.41, -0.59]]}

***

[2]
{"formula": "C2H3BrN2O", "method": "ωB97M-V with the def2-TZVPD basis set", "smiles": "[H]/N=N/[C@H](Br)C=O", "relative_energy_ev": 1.286, "homo_energy_ev": -9.46, "largest_force_ha_per_bohr": 0.10315, "orbital_gap_ev": 8.991, "spin_multiplicity": 1, "species": ["C", "C", "N", "N", "O", "Br", "H", "H", "H"], "coordinates": [[-0.03847, 1.40818, 0.28489], [0.52419, -0.16069, -0.52665], [-1.36935, -1.48172, -0.02756], [-0.13014, -1.16747, 0.26078], [-0.43501, 2.32190, -0.28587], [2.44675, -0.04033, -0.10863], [0.21292, 1.30624, 1.42047], [0.37461, 0.12594, -1.61397], [-1.58550, -2.31205, 0.59654]], "forces_ev_per_angstrom": [[2.43, -4.34, 1.85], [-1.26, 3.73, 0.93], [4.01, 0.34, 0.59], [-2.96, -1.59, -1.30], [-0.98, 1.83, -1.32], [-0.86, -0.36, -0.22], [-0.50, 0.26, -1.47], [-0.13, -1.22, 1.27], [0.25, 1.35, -0.33]]}